Record 1
Here is C32H20Br4N3O2P2Se2W as an isolated structure from OMol25. Energies are from ωB97M-V/def2-TZVPD.

```
66
Properties=species:S:1:pos:R:3:lowdin_charge:R:1
W 0.026 -0.099 0.053 1.440
Se 0.857 -6.817 0.808 0.422
P -0.076 -5.606 2.287 0.594
C 0.824 -5.729 3.856 -0.352
C 2.122 -5.229 3.894 -0.096
C 2.911 -5.454 5.005 -0.066
C 2.407 -6.172 6.079 -0.063
C 1.110 -6.654 6.045 -0.060
C 0.316 -6.449 4.930 -0.066
C -1.819 -6.033 2.544 -0.357
C -2.386 -7.034 1.766 -0.107
C -3.693 -7.424 1.995 -0.065
C -4.429 -6.818 3.001 -0.063
C -3.861 -5.816 3.772 -0.065
C -2.556 -5.412 3.551 -0.097
C -0.052 -3.844 1.875 -0.353
C 0.414 -3.033 0.826 -0.365
N -0.012 -1.765 1.144 -0.312
N -0.680 -1.827 2.290 -0.002
N -0.709 -3.037 2.723 0.057
P 1.358 -3.105 -0.711 0.785
Se 0.982 -1.220 -1.878 0.523
C 0.674 -4.434 -1.719 -0.416
C -0.697 -4.334 -1.954 -0.111
C -1.316 -5.258 -2.770 -0.051
C -0.569 -6.277 -3.344 -0.044
C 0.794 -6.372 -3.106 -0.058
C 1.430 -5.444 -2.299 -0.110
C 3.131 -3.274 -0.377 -0.343
C 3.552 -4.376 0.363 -0.110
C 4.896 -4.544 0.634 -0.047
C 5.819 -3.622 0.166 -0.045
C 5.398 -2.530 -0.580 -0.054
C 4.054 -2.348 -0.853 -0.097
H 2.509 -4.676 3.047 0.088
H 3.923 -5.082 5.031 0.108
H 3.034 -6.367 6.935 0.110
H 0.719 -7.208 6.884 0.111
H -0.689 -6.844 4.888 0.106
H -1.802 -7.508 0.989 0.048
H -4.133 -8.206 1.396 0.110
H -5.445 -7.132 3.185 0.110
H -4.438 -5.352 4.556 0.110
H -2.109 -4.624 4.138 0.099
H -1.261 -3.522 -1.502 0.103
H -2.375 -5.180 -2.964 0.115
H -1.053 -6.998 -3.987 0.116
H 1.367 -7.169 -3.552 0.117
H 2.492 -5.507 -2.113 0.113
H 2.829 -5.106 0.700 -0.002
H 5.217 -5.405 1.202 0.119
H 6.869 -3.760 0.376 0.116
H 6.121 -1.823 -0.957 0.115
H 3.729 -1.501 -1.445 0.064
Br -2.448 6.040 2.075 0.773
C -1.644 4.664 1.079 -0.738
C -1.154 4.932 -0.206 -0.739
Br -1.291 6.662 -0.916 0.781
C -0.567 3.924 -0.966 -0.635
Br 0.104 4.229 -2.698 0.813
C -0.460 2.634 -0.441 -0.395
O 0.030 1.579 -1.012 -0.279
C -0.951 2.366 0.886 -0.358
O -0.751 1.110 1.187 -0.223
C -1.546 3.385 1.627 -0.635
Br -2.200 2.995 3.351 0.812
```

Calculated values
E_LUMO (alpha / beta) in eV: -5.044 / -4.875
Calculated total energy in eV: -473332.6753
E_HOMO (alpha / beta) in eV: -10.53 / -10.53
Charge: +1
Molar mass in g mol⁻¹: 1201.9

***

Record 2
Here is C16H18F7IN2O2SbTi as an isolated structure from OMol25. Energies are from ωB97M-V/def2-TZVPD.

```
48
Properties=species:S:1:pos:R:3:lowdin_charge:R:1
Ti -0.447 -0.303 0.976 1.194
N -2.022 -1.815 0.568 -0.040
C -3.379 -1.423 0.945 -0.203
C -3.646 -0.062 0.297 -0.223
N -2.594 0.821 0.754 -0.036
H -1.999 -2.119 -0.407 0.118
H -1.692 -2.593 1.139 0.107
H -3.416 -1.314 2.034 0.124
H -4.130 -2.168 0.637 0.126
H -4.650 0.289 0.576 0.123
H -3.587 -0.153 -0.794 0.119
H -2.729 1.072 1.731 0.080
H -2.466 1.658 0.196 0.107
F 1.902 4.168 3.269 0.064
C 2.187 3.102 2.498 -0.276
C 2.609 1.921 3.101 -0.045
C 2.928 0.840 2.308 -0.072
C 2.800 0.898 0.886 -0.342
C 3.079 -0.198 0.093 0.071
C 2.352 2.127 0.321 -0.046
C 2.067 3.216 1.116 -0.017
H 2.692 1.874 4.179 0.116
H 3.254 -0.084 2.762 0.117
H 3.385 -1.132 0.531 0.073
H 2.949 -0.155 -0.975 0.060
H 2.222 2.190 -0.750 0.114
H 1.744 4.151 0.688 0.118
F 0.996 -1.040 1.741 -0.406
Sb 0.134 -0.557 4.109 1.669
F -1.202 -1.085 5.466 -0.509
F 1.077 -2.309 4.574 -0.551
F -0.909 -1.894 2.924 -0.484
F -0.040 1.288 1.578 -0.306
F -1.702 0.359 3.155 -0.555
I 0.250 -1.150 -7.639 0.885
C 0.250 -0.870 -5.553 -0.685
C -0.416 0.241 -5.005 -0.138
C -0.441 0.408 -3.652 0.008
C 0.155 -0.563 -2.791 -0.112
C 0.871 -1.650 -3.376 0.011
C 0.912 -1.802 -4.731 -0.135
C -0.018 -0.490 -1.378 -0.516
O -0.564 0.528 -0.788 -0.086
O 0.289 -1.440 -0.569 -0.067
H -0.908 0.949 -5.658 0.098
H -0.942 1.250 -3.199 0.124
H 1.358 -2.347 -2.711 0.128
H 1.443 -2.631 -5.174 0.099
```

Calculated values
E_LUMO (alpha / beta) in eV: -1.621 / -1.620
Multiplicity: 2
⟨S²⟩: 0.796
Calculated total energy in eV: -80741.7461
Energy relative to the best compared isomer or geometry (same formula, charge and spin) in kJ/mol: 142.72
E_HOMO (alpha / beta) in eV: -7.11 / -9.41
Molar mass in g mol⁻¹: 699.8

***

Record 3
Here is C4H7BrLaO3S as an isolated structure from OMol25. Energies are from ωB97M-V/def2-TZVPD.

```
17
Properties=species:S:1:pos:R:3:lowdin_charge:R:1
O -2.158 -0.166 2.184 -0.077
S -1.316 -0.168 1.074 0.746
O -2.036 0.363 -0.241 -0.616
C 0.070 0.893 1.180 -0.188
C 0.907 0.819 -0.101 -0.264
C 1.182 -0.590 -0.639 -0.662
Br 1.679 -0.438 -2.498 0.938
C 0.017 -1.573 -0.626 -0.141
O -0.744 -1.500 0.667 -0.133
H -0.314 1.904 1.388 0.133
H 0.589 0.581 2.097 0.168
H 0.459 1.450 -0.920 0.002
H 1.858 1.321 0.100 0.161
H 2.043 -1.001 -0.106 0.140
H -0.709 -1.378 -1.414 0.105
H 0.330 -2.612 -0.710 0.168
La -1.855 2.096 -1.436 2.519
```

Calculated values
E_LUMO in eV: -14.733
Calculated total energy in eV: -92107.2318
E_HOMO in eV: -21.25
Charge: +3
Molar mass in g mol⁻¹: 354.0

***

Record 4
Here is C25H23N7O3SnTe as an isolated structure from OMol25. Energies are from ωB97M-V/def2-TZVPD.

```
60
Properties=species:S:1:pos:R:3:lowdin_charge:R:1
Sn 1.039 1.518 -1.079 1.119
O 0.981 0.511 0.838 -0.388
N 1.240 1.187 1.905 0.033
N 1.300 2.434 1.732 -0.207
O 1.118 3.008 0.568 -0.297
C 1.559 3.278 2.869 -0.163
C 1.330 2.805 4.153 -0.014
C 1.592 3.645 5.222 -0.075
C 2.066 4.932 5.007 -0.084
C 2.279 5.386 3.714 -0.070
C 2.023 4.560 2.630 -0.005
H 0.952 1.805 4.303 0.111
H 1.418 3.292 6.230 0.106
H 2.266 5.582 5.849 0.104
H 2.646 6.389 3.544 0.107
H 2.176 4.888 1.614 0.116
N 1.576 -0.895 -1.606 0.099
C 1.792 -2.004 -1.858 -0.229
N 2.023 -3.255 -2.159 -0.075
C 3.073 -4.016 -1.466 -0.118
C 3.681 -4.987 -2.457 -0.187
O 2.675 -5.803 -3.047 -0.127
C 1.766 -5.020 -3.790 -0.194
C 1.027 -4.047 -2.885 -0.103
H 2.625 -4.554 -0.625 0.132
H 3.833 -3.324 -1.112 0.101
H 4.375 -5.655 -1.951 0.131
H 4.224 -4.429 -3.225 0.109
H 1.061 -5.704 -4.260 0.129
H 2.299 -4.464 -4.572 0.132
H 0.407 -4.601 -2.174 0.133
H 0.392 -3.376 -3.461 0.134
Te -1.771 -0.856 0.013 1.328
C -3.554 -0.931 -1.125 -0.545
C -3.711 -0.077 -2.214 -0.148
C -4.871 -0.115 -2.975 -0.089
C -5.879 -1.016 -2.659 -0.090
C -5.725 -1.875 -1.581 -0.090
C -4.568 -1.832 -0.815 -0.148
C -2.326 0.777 1.231 -0.540
C -2.655 0.573 2.567 -0.144
C -2.941 1.655 3.389 -0.088
C -2.900 2.945 2.881 -0.087
C -2.574 3.154 1.548 -0.082
C -2.283 2.074 0.727 -0.160
H -2.921 0.619 -2.470 0.088
H -4.985 0.556 -3.816 0.103
H -6.782 -1.049 -3.254 0.102
H -6.509 -2.579 -1.332 0.103
H -4.455 -2.499 0.030 0.088
H -2.684 -0.433 2.967 0.089
H -3.194 1.488 4.428 0.103
H -3.119 3.788 3.523 0.103
H -2.533 4.159 1.147 0.107
H -2.016 2.245 -0.309 0.071
N 3.247 1.535 -0.952 -0.009
C 3.957 0.980 -1.713 -0.383
N 4.772 0.458 -2.533 0.093
C 4.971 -0.849 -2.545 -0.362
N 5.198 -1.982 -2.608 0.129
```

Calculated values
E_LUMO in eV: 0.161
Calculated total energy in eV: -55992.0289
Energy relative to the best compared isomer or geometry (same formula, charge and spin) in kJ/mol: 9.46
E_HOMO in eV: -8.08
Molar mass in g mol⁻¹: 715.8

***

Record 5
Here is one molecule with the formula C28H29N3O6 from OMol25. Energies are from ωB97M-V/def2-TZVPD.

```
66
Properties=species:S:1:pos:R:3:lowdin_charge:R:1
C -8.591 -0.543 0.240 -0.091
H -9.621 -0.469 0.586 0.092
O -7.899 0.504 0.876 -0.084
C -6.575 0.665 0.610 -0.276
C -5.826 -0.143 -0.239 -0.010
C -4.480 0.114 -0.435 0.001
C -3.871 1.184 0.200 -0.179
C -4.614 1.996 1.051 0.005
C -5.950 1.733 1.257 0.009
H -6.540 2.351 1.914 0.120
H -4.140 2.823 1.554 0.117
N -2.498 1.454 -0.015 0.132
C -1.615 1.848 0.951 -0.359
O -1.832 1.977 2.129 0.116
C -0.279 2.054 0.249 -0.150
N -0.565 1.629 -1.097 0.012
C -1.871 1.337 -1.276 -0.447
O -2.425 1.036 -2.304 0.106
C 0.398 1.648 -2.176 -0.093
H 0.120 2.420 -2.903 0.136
H 1.364 1.907 -1.743 0.121
C 0.476 0.290 -2.897 -0.111
C 0.602 -0.833 -1.911 -0.229
C -0.502 -1.590 -1.552 -0.029
C -0.407 -2.563 -0.573 0.001
C 0.789 -2.804 0.092 -0.197
C 1.922 -2.061 -0.284 -0.208
C 1.809 -1.098 -1.280 0.024
H 2.697 -0.544 -1.545 0.135
O 3.158 -2.138 0.313 -0.116
C 3.618 -3.382 0.804 -0.062
H 3.167 -3.627 1.767 0.090
H 3.416 -4.187 0.095 0.104
H 4.696 -3.269 0.923 0.091
O 0.926 -3.712 1.109 -0.106
C -0.185 -4.500 1.462 -0.076
H -0.532 -5.109 0.621 0.099
H 0.166 -5.154 2.259 0.096
H -1.011 -3.887 1.837 0.099
H -1.290 -3.124 -0.313 0.105
H -1.450 -1.416 -2.038 0.111
H 1.333 0.313 -3.571 0.122
H -0.433 0.157 -3.483 0.109
C 0.848 1.292 0.950 -0.006
H 0.843 0.243 0.657 0.112
H 0.666 1.361 2.026 0.140
C 2.198 1.953 0.668 -0.460
O 2.280 3.136 0.408 0.067
N 3.247 1.101 0.754 0.147
C 4.610 1.383 0.578 -0.209
C 5.486 0.300 0.530 -0.024
C 6.841 0.507 0.368 -0.087
C 7.341 1.794 0.254 -0.101
C 6.472 2.870 0.302 -0.081
C 5.112 2.676 0.463 -0.012
H 4.441 3.517 0.498 0.099
H 6.854 3.876 0.214 0.104
H 8.401 1.956 0.128 0.098
H 7.511 -0.340 0.330 0.102
H 5.090 -0.701 0.612 0.092
H 3.052 0.119 0.906 0.120
H -0.009 3.123 0.274 0.171
H -3.909 -0.514 -1.100 0.109
H -6.275 -0.977 -0.754 0.103
H -8.568 -0.438 -0.850 0.096
H -8.187 -1.522 0.519 0.095
```

Calculated values
E_LUMO in eV: 0.544
Calculated total energy in eV: -46263.3184
Energy relative to the best compared isomer or geometry (same formula, charge and spin) in kJ/mol: 12.78
E_HOMO in eV: -8.28
SMILES: COc1ccc(N2C(=O)[C@@H](CC(=O)Nc3ccccc3)N(CCc3ccc(OC)c(OC)c3)C2=O)cc1
Molar mass in g mol⁻¹: 503.6

***

Record 6
Here is a 14-piece molecular cluster, C6H42NO14 overall from OMol25. Energies are from ωB97M-V/def2-TZVPD.

```
63
Properties=species:S:1:pos:R:3:lowdin_charge:R:1
C -1.767 0.485 -2.078 -0.138
O -2.536 -0.546 -1.371 -0.120
C -1.172 1.522 -0.931 -0.207
C 0.043 2.409 -1.257 -0.175
C 0.000 3.749 -0.617 -0.414
C -1.186 4.654 -0.898 -0.073
C 1.308 4.486 -1.033 -0.056
N -1.027 0.711 0.372 0.169
H -1.032 0.052 -2.784 0.113
H -2.424 1.116 -2.639 0.106
H -2.861 -1.328 -1.977 0.174
H -2.136 2.047 -0.660 0.148
H 0.018 2.268 -2.312 0.119
H 0.891 1.916 -0.840 0.079
H -0.023 3.600 0.575 0.188
H -1.071 5.443 -0.233 0.050
H -1.120 5.375 -1.800 0.133
H -2.055 4.183 -0.578 0.046
H 1.306 4.593 -2.101 0.075
H 1.248 5.532 -0.663 0.096
H 2.222 4.097 -0.695 0.059
H -1.341 -0.413 0.068 0.221
H -0.023 0.673 0.885 0.206
H -1.771 0.851 0.984 0.087
H 3.052 -2.740 -0.876 0.091
H 4.127 -3.900 -0.725 0.016
O 3.326 -3.593 -0.376 -0.059
H 0.936 -2.118 -2.318 -0.027
H 0.748 -3.727 -2.765 0.049
O 1.248 -2.894 -2.777 -0.055
H -3.510 1.800 4.468 0.025
H -3.931 2.189 3.127 0.056
O -3.249 1.649 3.573 -0.055
H 1.770 0.510 -1.286 0.131
H 1.062 -0.324 -2.445 0.065
O 1.026 -0.216 -1.446 -0.131
H -2.966 -3.773 0.724 -0.089
H -1.717 -4.105 0.031 0.053
O -2.690 -3.936 -0.113 -0.040
H 0.802 -0.070 3.139 -0.055
H 1.475 0.745 4.035 0.071
O 1.586 0.449 3.100 -0.066
H -1.607 -0.280 4.195 0.013
H -1.081 -1.143 3.119 0.043
O -1.253 -0.218 3.351 -0.036
H 2.963 0.647 -4.493 0.031
H 2.247 1.938 -3.758 0.135
O 2.419 0.882 -3.753 -0.091
H 0.829 -1.761 -0.519 -0.042
H 0.809 -3.332 -0.245 0.088
O 0.361 -2.375 0.076 -0.144
H 3.313 1.165 1.159 -0.044
H 4.611 1.074 1.866 0.032
O 4.138 1.556 1.207 -0.015
H 0.693 -5.341 -0.387 0.060
H 1.854 -5.084 -1.159 0.027
O 0.946 -4.889 -1.173 -0.028
H 1.316 -2.984 2.385 0.009
H 1.590 -2.846 3.961 0.100
O 0.991 -2.567 3.185 -0.082
H -3.822 -2.670 2.942 0.059
H -4.374 -2.591 1.524 0.076
O -3.532 -2.602 2.026 -0.054
```

Calculated values
E_LUMO in eV: -2.267
Calculated total energy in eV: -37049.3780
Energy relative to the best compared isomer or geometry (same formula, charge and spin) in kJ/mol: 699.94
E_HOMO in eV: -13.11
Charge: +1
Molar mass in g mol⁻¹: 352.4

***

Please write out number 4 again, unchanged.
Here is C25H23N7O3SnTe as an isolated structure from OMol25. Energies are from ωB97M-V/def2-TZVPD.

```
60
Properties=species:S:1:pos:R:3:lowdin_charge:R:1
Sn 1.039 1.518 -1.079 1.119
O 0.981 0.511 0.838 -0.388
N 1.240 1.187 1.905 0.033
N 1.300 2.434 1.732 -0.207
O 1.118 3.008 0.568 -0.297
C 1.559 3.278 2.869 -0.163
C 1.330 2.805 4.153 -0.014
C 1.592 3.645 5.222 -0.075
C 2.066 4.932 5.007 -0.084
C 2.279 5.386 3.714 -0.070
C 2.023 4.560 2.630 -0.005
H 0.952 1.805 4.303 0.111
H 1.418 3.292 6.230 0.106
H 2.266 5.582 5.849 0.104
H 2.646 6.389 3.544 0.107
H 2.176 4.888 1.614 0.116
N 1.576 -0.895 -1.606 0.099
C 1.792 -2.004 -1.858 -0.229
N 2.023 -3.255 -2.159 -0.075
C 3.073 -4.016 -1.466 -0.118
C 3.681 -4.987 -2.457 -0.187
O 2.675 -5.803 -3.047 -0.127
C 1.766 -5.020 -3.790 -0.194
C 1.027 -4.047 -2.885 -0.103
H 2.625 -4.554 -0.625 0.132
H 3.833 -3.324 -1.112 0.101
H 4.375 -5.655 -1.951 0.131
H 4.224 -4.429 -3.225 0.109
H 1.061 -5.704 -4.260 0.129
H 2.299 -4.464 -4.572 0.132
H 0.407 -4.601 -2.174 0.133
H 0.392 -3.376 -3.461 0.134
Te -1.771 -0.856 0.013 1.328
C -3.554 -0.931 -1.125 -0.545
C -3.711 -0.077 -2.214 -0.148
C -4.871 -0.115 -2.975 -0.089
C -5.879 -1.016 -2.659 -0.090
C -5.725 -1.875 -1.581 -0.090
C -4.568 -1.832 -0.815 -0.148
C -2.326 0.777 1.231 -0.540
C -2.655 0.573 2.567 -0.144
C -2.941 1.655 3.389 -0.088
C -2.900 2.945 2.881 -0.087
C -2.574 3.154 1.548 -0.082
C -2.283 2.074 0.727 -0.160
H -2.921 0.619 -2.470 0.088
H -4.985 0.556 -3.816 0.103
H -6.782 -1.049 -3.254 0.102
H -6.509 -2.579 -1.332 0.103
H -4.455 -2.499 0.030 0.088
H -2.684 -0.433 2.967 0.089
H -3.194 1.488 4.428 0.103
H -3.119 3.788 3.523 0.103
H -2.533 4.159 1.147 0.107
H -2.016 2.245 -0.309 0.071
N 3.247 1.535 -0.952 -0.009
C 3.957 0.980 -1.713 -0.383
N 4.772 0.458 -2.533 0.093
C 4.971 -0.849 -2.545 -0.362
N 5.198 -1.982 -2.608 0.129
```

Calculated values
E_LUMO in eV: 0.161
Calculated total energy in eV: -55992.0289
Energy relative to the best compared isomer or geometry (same formula, charge and spin) in kJ/mol: 9.46
E_HOMO in eV: -8.08
Molar mass in g mol⁻¹: 715.8